# 1
{
  "formula": "C28H42O14",
  "method": "ωB97M-V with the def2-TZVPD basis set",
  "total_charge": 0,
  "homo_lumo_gap_ev": 9.81,
  "total_energy_ev": -58383.0912,
  "lumo_ev": 0.25,
  "e_above_lowest_ev": 0.897,
  "smiles": "O=C1CCCO1.O=C1CCCO1.O=C1CCCO1.O=C1CCCO1.O=C1CCCO1.O=C1CCCO1.O=C1CCCO1",
  "species": ["O", "C", "C", "C", "C", "O", "H", "H", "H", "H", "H", "H", "O", "C", "C", "C", "C", "O", "H", "H", "H", "H", "H", "H", "O", "C", "C", "C", "C", "O", "H", "H", "H", "H", "H", "H", "O", "C", "C", "C", "C", "O", "H", "H", "H", "H", "H", "H", "O", "C", "C", "C", "C", "O", "H", "H", "H", "H", "H", "H", "O", "C", "C", "C", "C", "O", "H", "H", "H", "H", "H", "H", "O", "C", "C", "C", "C", "O", "H", "H", "H", "H", "H", "H"],
  "coordinates": [[-8.796, -6.634, 17.986], [-9.266, -7.732, 17.942], [-8.578, -9.083, 17.993], [-9.691, -10.098, 17.890], [-10.936, -9.273, 18.295], [-10.607, -7.908, 18.076], [-7.802, -9.140, 17.234], [-8.170, -9.018, 18.997], [-9.850, -10.386, 16.849], [-9.593, -11.018, 18.457], [-11.774, -9.521, 17.644], [-11.275, -9.443, 19.319], [-6.478, -2.139, 15.106], [-6.109, -3.234, 15.384], [-4.667, -3.689, 15.577], [-4.829, -5.017, 16.299], [-6.193, -5.486, 15.771], [-6.949, -4.258, 15.595], [-4.196, -3.798, 14.601], [-4.115, -2.956, 16.161], [-4.082, -5.753, 16.002], [-4.938, -4.990, 17.383], [-6.097, -5.897, 14.761], [-6.709, -6.184, 16.421], [-8.255, 2.379, 15.918], [-7.758, 1.651, 16.711], [-6.700, 0.589, 16.466], [-6.788, -0.234, 17.733], [-7.519, 0.625, 18.776], [-8.125, 1.676, 18.016], [-6.980, 0.096, 15.542], [-5.682, 0.956, 16.330], [-7.289, -1.189, 17.539], [-5.821, -0.597, 18.099], [-8.234, -0.055, 19.231], [-6.815, 0.994, 19.521], [-8.629, -1.427, 21.351], [-8.142, -2.415, 20.896], [-7.328, -3.478, 21.622], [-6.752, -4.300, 20.503], [-7.657, -3.999, 19.286], [-8.225, -2.709, 19.589], [-6.691, -3.057, 22.393], [-8.111, -4.006, 22.188], [-5.728, -4.074, 20.188], [-6.714, -5.387, 20.631], [-7.095, -3.997, 18.357], [-8.437, -4.746, 19.188], [-6.682, -10.257, 21.975], [-7.097, -9.279, 22.520], [-6.684, -8.688, 23.835], [-7.655, -7.508, 24.059], [-8.668, -7.634, 22.897], [-8.078, -8.531, 21.962], [-6.505, -9.338, 24.688], [-5.667, -8.292, 23.724], [-8.072, -7.537, 25.058], [-7.090, -6.602, 23.848], [-9.668, -7.904, 23.223], [-8.776, -6.641, 22.464], [-11.400, -6.633, 22.202], [-11.517, -6.067, 21.141], [-12.670, -6.133, 20.142], [-12.587, -4.759, 19.480], [-11.100, -4.390, 19.581], [-10.672, -5.074, 20.779], [-12.582, -6.923, 19.397], [-13.630, -6.301, 20.623], [-12.860, -4.698, 18.422], [-13.208, -3.989, 19.939], [-10.541, -4.626, 18.678], [-11.013, -3.328, 19.808], [-4.681, 2.580, 23.124], [-5.541, 1.841, 23.483], [-6.784, 2.143, 24.307], [-7.104, 0.761, 24.859], [-6.719, -0.163, 23.685], [-5.564, 0.533, 23.130], [-6.454, 2.831, 25.083], [-7.513, 2.567, 23.617], [-6.459, 0.539, 25.712], [-8.124, 0.670, 25.235], [-6.307, -1.082, 24.092], [-7.508, -0.234, 22.942]],
  "lowdin_charge": [0.111, -0.451, -0.062, -0.130, -0.157, 0.010, 0.129, 0.128, 0.115, 0.118, 0.123, 0.127, 0.128, -0.496, -0.064, -0.150, -0.139, 0.024, 0.132, 0.124, 0.116, 0.107, 0.128, 0.105, 0.127, -0.484, -0.076, -0.171, -0.135, 0.033, 0.103, 0.129, 0.094, 0.114, 0.098, 0.124, 0.111, -0.488, -0.059, -0.134, -0.122, 0.019, 0.116, 0.130, 0.114, 0.113, 0.111, 0.075, 0.121, -0.492, -0.075, -0.121, -0.160, 0.022, 0.124, 0.126, 0.112, 0.102, 0.110, 0.099, 0.101, -0.446, -0.059, -0.141, -0.139, 0.011, 0.107, 0.124, 0.119, 0.116, 0.114, 0.127, 0.127, -0.507, -0.076, -0.154, -0.125, 0.005, 0.124, 0.134, 0.116, 0.114, 0.118, 0.102]
}

# 2
{
  "formula": "C5H10ClN",
  "method": "ωB97M-V with the def2-TZVPD basis set",
  "total_charge": 0,
  "homo_lumo_gap_ev": 10.40,
  "total_energy_ev": -19358.7333,
  "lumo_ev": 0.93,
  "e_above_lowest_ev": 0.956,
  "smiles": "[H]/N=C\\C.C=C(C)Cl",
  "species": ["H", "N", "C", "C", "H", "H", "H", "H", "C", "C", "C", "Cl", "H", "H", "H", "H", "H"],
  "coordinates": [[0.369, -0.026, 1.201], [1.253, -0.538, 1.224], [1.159, -1.743, 0.897], [-0.066, -2.497, 0.493], [2.082, -2.317, 0.912], [-0.938, -1.845, 0.464], [-0.245, -3.307, 1.199], [0.084, -2.941, -0.490], [-1.068, 0.812, -1.475], [0.065, 1.462, -1.277], [0.305, 2.545, -0.285], [1.464, 1.060, -2.223], [-1.946, 1.048, -0.900], [-1.162, 0.036, -2.215], [-0.605, 2.755, 0.273], [0.628, 3.453, -0.794], [1.095, 2.248, 0.405]],
  "lowdin_charge": [0.035, 0.086, -0.318, -0.084, 0.096, 0.065, 0.072, 0.073, -0.047, -0.828, -0.138, 0.645, 0.063, 0.055, 0.080, 0.077, 0.069]
}

# 3
{
  "formula": "C25H25FN6O3",
  "method": "ωB97M-V with the def2-TZVPD basis set",
  "total_charge": 0,
  "homo_lumo_gap_ev": 9.14,
  "total_energy_ev": -44131.1308,
  "lumo_ev": 0.55,
  "e_above_lowest_ev": 1.858,
  "smiles": "CC(C)(C)NC(=O)[C@H](c1ccco1)N(C(=O)Cn1nnc(-c2ccc(F)cc2)n1)c1ccccc1",
  "species": ["C", "C", "C", "C", "N", "C", "O", "C", "C", "C", "C", "C", "O", "N", "C", "O", "C", "N", "N", "N", "C", "C", "C", "C", "C", "F", "C", "C", "N", "C", "C", "C", "C", "C", "C", "H", "H", "H", "H", "H", "H", "H", "H", "H", "H", "H", "H", "H", "H", "H", "H", "H", "H", "H", "H", "H", "H", "H", "H", "H"],
  "coordinates": [[-0.156, -3.116, -1.041], [0.932, -2.317, -1.756], [1.949, -3.255, -2.410], [0.304, -1.388, -2.797], [1.602, -1.509, -0.736], [2.608, -0.663, -0.960], [3.154, -0.449, -2.023], [3.024, 0.138, 0.303], [3.502, -0.729, 1.423], [4.054, -0.383, 2.624], [4.343, -1.598, 3.288], [3.953, -2.586, 2.440], [3.445, -2.069, 1.311], [1.908, 1.007, 0.709], [0.909, 0.534, 1.469], [0.864, -0.599, 1.910], [-0.241, 1.510, 1.763], [-1.372, 1.034, 1.026], [-1.277, 0.527, -0.179], [-2.457, 0.167, -0.536], [-3.281, 0.466, 0.490], [-4.706, 0.216, 0.491], [-5.478, 0.565, 1.597], [-6.838, 0.327, 1.595], [-7.409, -0.260, 0.479], [-8.737, -0.492, 0.473], [-6.662, -0.615, -0.632], [-5.303, -0.374, -0.622], [-2.597, 1.019, 1.491], [1.879, 2.270, 0.048], [1.077, 2.452, -1.070], [1.092, 3.671, -1.727], [1.906, 4.697, -1.277], [2.712, 4.507, -0.166], [2.704, 3.293, 0.498], [0.278, -3.748, -0.269], [-0.876, -2.443, -0.582], [-0.682, -3.749, -1.751], [2.730, -2.671, -2.889], [1.462, -3.875, -3.157], [2.404, -3.897, -1.659], [-0.433, -0.743, -2.322], [-0.188, -1.971, -3.570], [1.074, -0.775, -3.256], [1.267, -1.612, 0.213], [3.835, 0.810, -0.004], [4.226, 0.609, 2.989], [4.780, -1.713, 4.259], [3.984, -3.654, 2.519], [-0.001, 2.537, 1.475], [-0.497, 1.463, 2.824], [-4.998, 1.019, 2.450], [-7.457, 0.587, 2.439], [-7.148, -1.071, -1.480], [-4.688, -0.637, -1.468], [0.451, 1.643, -1.412], [0.470, 3.814, -2.597], [1.918, 5.644, -1.794], [3.351, 5.304, 0.183], [3.331, 3.132, 1.362]],
  "lowdin_charge": [-0.030, -0.574, -0.028, -0.030, 0.148, -0.434, 0.076, -0.075, -0.243, -0.016, -0.052, -0.104, 0.050, 0.061, -0.422, 0.083, 0.000, -0.167, 0.074, 0.104, -0.293, -0.179, -0.019, -0.001, -0.273, 0.060, 0.000, -0.018, 0.194, -0.242, -0.007, -0.057, -0.079, -0.072, -0.012, 0.087, 0.070, 0.087, 0.076, 0.083, 0.085, 0.053, 0.085, 0.077, 0.110, 0.167, 0.110, 0.100, 0.121, 0.127, 0.143, 0.111, 0.119, 0.119, 0.111, 0.097, 0.109, 0.104, 0.105, 0.119]
}